The following is a DFT calculation (ωB97M-V/def2-TZVPD) of C7H16O in the gas phase in a non-equilibrium geometry.

Values from the calculation:
HOMO	-9.82	eV
total charge	0
Kohn-Sham gap	0.3961	Eh
SMILES string	CC[C@@](C)(O)C(C)C

Cartesian coordinates (Å):
C -2.80164 0.24745 0.12165
C -1.44291 -0.27929 0.56968
C -0.19616 0.34082 -0.24010
C -0.13973 -0.23948 -1.64764
O -0.36165 1.73512 -0.39940
C 1.05223 0.06301 0.60374
C 2.31369 0.77461 -0.06600
C 1.38744 -1.40523 0.83171
H -3.58923 -0.10001 0.78866
H -2.79955 1.33633 0.13546
H -3.03580 -0.08385 -0.88786
H -1.42988 -1.36013 0.42942
H -1.34332 -0.10617 1.64555
H -0.12856 -1.32458 -1.61960
H -1.01415 0.09789 -2.19666
H 0.75016 0.10965 -2.16216
H -0.41408 2.13932 0.47427
H 0.90047 0.54790 1.57665
H 3.09558 0.88364 0.68266
H 2.69287 0.17328 -0.88844
H 2.05532 1.76068 -0.44426
H 1.48682 -1.93455 -0.11218
H 2.33172 -1.47854 1.36824
H 0.63036 -1.89788 1.43663